One molecule with the formula C4H6FNO2, computed with ωB97M-V/def2-TZVPD.

Values from the calculation:
Relative energy (zero: lowest compared OMol25 entry of this formula, charge and spin) ... 1.049 eV
Gap between HOMO and LUMO ... 10.65 eV
DFT total energy ... -461.0953 a.u.
E_HOMO ... -10.1 eV

XYZ file:
```
14
Properties=species:S:1:pos:R:3:mulliken_charge:R:1
O -1.998 -1.321 -0.660 -0.49
C -1.024 -1.254 0.053 0.07
N -0.275 -0.096 0.346 0.13
C -0.779 1.184 0.098 0.08
O -1.902 1.632 0.088 -0.46
C 1.009 -0.250 1.016 -0.86
C 2.061 -0.453 -0.024 -0.11
F 2.108 0.609 -0.909 -0.29
H -0.516 -2.060 0.508 0.35
H 0.122 1.797 -0.229 0.26
H 1.147 0.584 1.722 0.39
H 0.968 -1.171 1.598 0.35
H 3.030 -0.500 0.506 0.30
H 1.800 -1.314 -0.633 0.27
```

---

C20H34F4N5O5OsPTe as an isolated structure, computed with ωB97M-V/def2-TZVPD.

Values from the calculation:
Relative energy (zero: lowest compared OMol25 entry of this formula, charge and spin) ... 0.000 eV
Gap between HOMO and LUMO (spin up / spin down) ... 7.76 / 5.29 eV
Total charge ... +2
DFT total energy ... -2531.5390 a.u.
Spin multiplicity ... 5
E_HOMO (spin up / spin down) ... -12.8 / -13.3 eV
⟨S²⟩ ... 6.022

XYZ file:
```
71
Properties=species:S:1:pos:R:3:mulliken_charge:R:1
Os -0.421 0.899 0.026 1.68
C 2.572 1.789 -1.166 -1.22
N 1.197 2.286 -1.257 0.33
C 1.162 3.716 -0.944 -1.13
C 0.632 2.039 -2.590 -1.66
C 0.242 0.589 -2.817 -0.86
N -0.631 0.075 -1.760 0.73
C -1.316 -1.095 -1.986 0.27
C -2.260 -1.583 -1.047 -0.32
F -2.456 -0.909 0.120 -0.32
C -3.012 -2.722 -1.228 0.38
F -3.868 -3.074 -0.264 -0.30
C -2.881 -3.495 -2.362 -0.44
C -1.948 -3.080 -3.291 0.31
F -1.735 -3.809 -4.377 -0.29
C -1.193 -1.931 -3.123 0.15
F -0.286 -1.679 -4.075 -0.42
H 3.231 2.345 -1.842 0.41
H 2.616 0.733 -1.424 0.25
H 2.943 1.902 -0.148 0.37
H 1.691 4.297 -1.708 0.39
H 1.648 3.899 0.014 0.37
H 0.132 4.069 -0.896 0.25
H 1.346 2.326 -3.372 0.43
H -0.261 2.650 -2.698 0.47
H 1.133 -0.043 -2.898 0.43
H -0.270 0.560 -3.778 0.72
H -3.462 -4.393 -2.514 0.55
N -1.932 1.378 4.622 -0.11
C -0.456 1.131 4.518 -0.95
C -0.087 0.559 3.145 -0.38
N 0.006 1.586 2.087 -0.46
H -2.159 1.980 5.413 0.41
H -2.439 0.502 4.747 0.40
H -2.299 1.838 3.746 0.32
H -0.166 0.441 5.308 0.44
H 0.059 2.076 4.685 0.39
H -0.839 -0.175 2.848 0.26
H 0.867 0.040 3.216 0.32
H 0.888 2.083 2.160 0.29
H -0.752 2.258 2.222 0.45
C 2.358 -4.666 -1.528 -1.35
C 1.724 -3.309 -1.735 0.23
O 2.258 -2.342 -0.789 -0.29
P 1.546 -1.851 0.530 0.36
O 1.152 -0.398 0.363 -0.51
Te -0.338 -3.221 1.179 0.22
O 2.656 -1.837 1.635 -0.04
C 3.878 -2.630 1.692 -0.10
C 4.892 -1.848 2.497 -1.30
H 1.977 -5.363 -2.272 0.45
H 2.126 -5.058 -0.536 0.27
H 3.439 -4.595 -1.637 0.33
H 0.636 -3.363 -1.634 -0.08
H 1.953 -2.916 -2.724 0.32
H 4.233 -2.809 0.678 0.25
H 3.649 -3.582 2.170 0.31
H 5.114 -0.898 2.012 0.32
H 5.811 -2.424 2.587 0.41
H 4.509 -1.648 3.497 0.31
O -2.564 2.436 2.235 -0.93
C -2.876 2.579 1.038 0.22
C -4.095 3.340 0.599 -0.52
C -4.011 3.329 -0.919 -0.57
C -2.834 2.433 -1.219 0.17
O -2.483 2.060 -2.303 -0.51
N -2.168 2.088 -0.004 -0.24
H -4.079 4.338 1.037 0.37
H -4.985 2.838 0.980 0.33
H -3.809 4.316 -1.335 0.26
H -4.900 2.942 -1.412 0.36
```

---

C4HCl5P as an isolated structure, computed with ωB97M-V/def2-TZVPD.

Values from the calculation:
Gap between HOMO and LUMO (spin up / spin down) ... 5.24 / 6.24 eV
Total charge ... +1
DFT total energy ... -2794.9055 a.u.
E_HOMO (spin up / spin down) ... -12.6 / -13.2 eV

XYZ file:
```
11
Properties=species:S:1:pos:R:3:mulliken_charge:R:1
C 1.180 0.998 0.041 -0.81
C 0.486 1.946 -0.596 0.35
C -0.740 0.920 -0.957 0.11
C -0.041 0.082 -0.188 0.48
P -0.274 -1.874 0.484 0.77
Cl 0.372 3.577 -0.976 -0.08
Cl -2.148 1.203 -1.682 -0.09
Cl -1.279 -3.979 0.498 -0.18
Cl 1.545 -2.397 0.520 -0.03
Cl -1.095 -1.339 2.213 -0.04
H 1.993 0.862 0.644 0.52
```

---

C3H8O2 as an isolated structure, computed with ωB97M-V/def2-TZVPD.

Values from the calculation:
Relative energy (zero: lowest compared OMol25 entry of this formula, charge and spin) ... 4.718 eV
Gap between HOMO and LUMO ... 10.76 eV
DFT total energy ... -269.4215 a.u.
E_HOMO ... -9.9 eV

XYZ file:
```
13
Properties=species:S:1:pos:R:3:mulliken_charge:R:1
C -0.341 0.336 -2.021 -0.49
C 0.909 0.069 0.017 -0.33
C -0.434 -0.605 2.047 -0.57
H -0.965 -0.846 -2.395 0.21
H -0.993 1.161 -1.268 0.23
H 0.006 1.063 -3.172 0.21
H 0.545 1.098 0.206 0.33
H 2.042 0.156 0.283 0.26
H -1.081 -1.402 2.277 0.24
H -1.107 0.378 2.055 0.25
H 0.461 -0.437 2.733 0.27
O 0.878 -0.104 -1.378 -0.31
O 0.079 -0.868 0.617 -0.30
```

---

C40H48N5O9PS2SbTi as an isolated structure, computed with ωB97M-V/def2-TZVPD.

Values from the calculation:
Relative energy (zero: lowest compared OMol25 entry of this formula, charge and spin) ... 1.339 eV
Gap between HOMO and LUMO ... 7.14 eV
Total charge ... -1
DFT total energy ... -4731.7999 a.u.
E_HOMO ... -5.1 eV

XYZ file:
```
107
Properties=species:S:1:pos:R:3:mulliken_charge:R:1
Ti 0.013 -0.472 -1.560 -0.78
O 6.060 0.897 -1.686 -0.56
C 4.742 0.580 -1.687 0.71
C 4.150 -0.117 -2.738 -0.70
C 2.801 -0.383 -2.648 -0.27
N 2.090 0.008 -1.602 1.48
C 2.641 0.667 -0.591 0.06
C 3.984 0.974 -0.585 -0.75
C 1.627 0.973 0.501 0.58
O 1.962 1.622 1.480 -0.84
O 0.487 0.449 0.247 0.46
C 1.955 -1.145 -3.655 0.00
O 2.469 -1.656 -4.629 -0.75
O 0.716 -1.168 -3.300 -0.62
H 6.464 0.583 -2.504 0.32
H 4.700 -0.454 -3.607 0.48
H 4.422 1.506 0.246 0.63
O -1.762 2.109 -2.481 -0.06
S -2.561 0.751 -2.422 1.70
O -3.908 1.100 -2.097 -0.71
O -1.885 0.036 -1.248 -0.67
O -2.302 -0.015 -3.607 -0.69
S -0.040 1.879 -2.574 -0.62
Sb -0.930 6.533 -0.541 0.70
C -1.515 5.052 0.880 -0.60
C -1.478 3.703 0.534 -0.08
C -1.876 2.733 1.440 0.01
C -2.320 3.106 2.702 -0.38
C -2.362 4.446 3.059 -0.64
C -1.961 5.416 2.147 -0.65
C -1.888 5.558 -2.191 -0.03
C -3.248 5.280 -2.064 -0.37
C -3.944 4.668 -3.096 -0.52
C -3.289 4.337 -4.273 -0.49
C -1.938 4.613 -4.409 -0.43
C -1.241 5.221 -3.373 -0.06
C 1.054 5.784 -0.866 -0.11
C 1.852 6.345 -1.862 -0.36
C 3.150 5.903 -2.076 -0.62
C 3.684 4.908 -1.268 -0.43
C 2.910 4.360 -0.256 -0.48
C 1.603 4.787 -0.064 -0.25
H -1.123 3.395 -0.443 0.64
H -1.817 1.693 1.149 0.23
H -2.633 2.350 3.413 0.32
H -2.706 4.738 4.044 0.38
H -1.997 6.463 2.431 0.34
H -3.767 5.507 -1.139 0.33
H -4.988 4.416 -2.966 0.36
H -3.824 3.831 -5.067 0.34
H -1.412 4.323 -5.310 0.34
H -0.178 5.390 -3.488 0.29
H 1.463 7.142 -2.489 0.39
H 3.745 6.339 -2.869 0.37
H 4.699 4.564 -1.427 0.41
H 3.300 3.584 0.388 0.50
H 1.016 4.318 0.715 0.36
N 0.064 -2.070 -0.754 -0.26
P -0.231 -2.898 0.535 -0.48
N 0.945 -2.686 1.686 1.18
C 0.821 -3.154 3.064 -0.78
C 1.397 -2.108 4.032 -1.07
C 2.499 -1.288 3.352 0.04
C 3.257 -2.166 2.363 -1.09
C 2.332 -2.615 1.221 0.14
N -0.371 -4.493 0.105 0.74
C -0.633 -5.544 1.071 -0.82
C 0.438 -6.626 0.988 -0.65
C 0.545 -7.161 -0.439 -0.84
C 0.754 -6.023 -1.436 -0.58
C -0.320 -4.954 -1.276 -0.58
N -1.624 -2.557 1.381 0.64
C -2.881 -2.888 0.690 0.00
C -4.030 -2.900 1.690 -1.04
C -4.140 -1.557 2.407 -0.76
C -2.800 -1.182 3.033 -0.82
C -1.701 -1.212 1.983 0.19
H 1.355 -4.109 3.178 0.48
H -0.228 -3.341 3.282 0.38
H 1.790 -2.625 4.912 0.40
H 0.602 -1.444 4.380 0.38
H 3.179 -0.874 4.099 0.50
H 2.064 -0.439 2.827 -0.33
H 3.662 -3.039 2.886 0.38
H 4.110 -1.633 1.939 0.49
H 2.662 -3.588 0.828 0.17
H 2.369 -1.906 0.396 -0.45
H -1.618 -5.990 0.866 0.46
H -0.682 -5.117 2.072 0.41
H 0.206 -7.433 1.688 0.36
H 1.396 -6.192 1.292 0.23
H -0.384 -7.689 -0.690 0.30
H 1.352 -7.893 -0.514 0.40
H 0.741 -6.401 -2.461 0.39
H 1.732 -5.559 -1.272 0.26
H -1.301 -5.372 -1.551 0.35
H -0.130 -4.099 -1.922 0.07
H -2.778 -3.863 0.212 0.38
H -3.076 -2.147 -0.097 -0.04
H -3.855 -3.698 2.420 0.30
H -4.958 -3.133 1.163 0.44
H -4.929 -1.589 3.162 0.47
H -4.419 -0.786 1.681 0.29
H -2.553 -1.882 3.839 0.37
H -2.844 -0.181 3.470 0.10
H -0.732 -0.949 2.405 0.08
H -1.914 -0.479 1.199 -0.34
```

---

A 2-piece molecular cluster, C4H8N2O2 overall, computed with ωB97M-V/def2-TZVPD.

Values from the calculation:
Relative energy (zero: lowest compared OMol25 entry of this formula, charge and spin) ... 6.125 eV
Gap between HOMO and LUMO ... 9.43 eV
DFT total energy ... -417.0309 a.u.
E_HOMO ... -8.8 eV

XYZ file:
```
16
Properties=species:S:1:pos:R:3:mulliken_charge:R:1
C 0.267 1.604 1.652 -0.88
N 0.535 1.410 0.250 -0.19
N 0.352 2.387 -0.482 0.32
O 0.271 3.595 -0.160 -0.63
H -0.354 0.869 1.906 0.34
H 1.141 1.469 2.157 0.32
H -0.193 2.568 1.975 0.37
H 0.411 2.097 -1.556 0.28
C -0.431 -2.948 -0.645 -1.03
C -0.049 -1.511 -0.263 -0.40
C -0.160 -0.565 -1.151 0.87
O -0.277 0.211 -1.979 -0.46
H 0.425 -3.550 -0.923 0.30
H -0.738 -2.966 -1.721 0.30
H -1.142 -3.328 0.163 0.27
H -0.058 -1.341 0.777 0.22
```

---

The highest DFT total energy belongs to which entry? C3H8O2